A cluster of 12 separate species, C60H140N4O28 in total in a non-equilibrium geometry. Source: OMol25; level of theory: ωB97M-V/def2-TZVPD.

Spin multiplicity: 2
Calculated total energy in Eh: -4694.82233
Molar mass in u: 1365.78
Total charge: +1
LUMO level (spin up / spin down) in eV: -3.5 / -8.3
HOMO energy (spin up / spin down) in eV: -10.4287 / -10.4287

Atoms and positions in Å:
O: 5.7274 2.2016 3.5929
H: 17.6209 6.4787 6.9181
O: 20.2020 1.4173 8.0081
C: 20.2474 1.1485 -0.7047
H: 15.1107 9.0270 8.1777
C: 16.9838 3.3366 1.4340
H: 19.8789 -0.6068 7.6069
C: 20.4011 3.8846 5.6468
H: 15.9169 12.9744 5.8694
H: 10.1186 -6.9670 1.7286
H: 9.6070 3.4502 7.6775
H: 6.1934 5.6440 6.9215
C: 7.8517 7.7829 6.7103
H: 11.7712 -5.9953 0.4608
H: 6.5763 2.0675 5.5741
C: 20.6374 5.7286 4.1301
C: 11.3350 0.2549 7.4345
H: 15.0490 3.4898 5.5071
O: 19.3894 0.0068 -0.7890
H: 7.0015 1.5473 11.8310
H: 11.9028 6.4823 4.7943
H: 21.0121 0.8772 0.0231
O: 22.7059 6.3796 2.7487
C: 9.2952 1.7725 4.6633
H: 20.8758 1.8953 9.8237
C: 11.7041 6.8967 0.7338
C: 6.0551 1.6959 11.3111
O: 8.2083 4.6987 8.6821
O: 5.9877 1.8530 9.9381
C: 12.9174 9.0863 1.1258
H: 10.9334 6.4112 0.1352
H: 11.6786 3.2125 6.3386
H: 11.4950 9.2455 8.9707
H: 6.5009 4.0983 3.0951
O: 15.2504 5.1575 9.7596
C: 4.4782 1.3847 5.4951
H: 12.6485 10.1418 1.1682
H: 4.5922 1.5010 6.5728
H: 20.0769 5.1902 3.3658
H: 14.6674 2.3027 4.2558
H: 20.2247 3.2190 -0.0985
H: 13.0829 0.3773 1.9618
H: 14.4029 3.3570 -0.0989
H: 8.5499 2.9429 2.0823
H: 13.7363 3.1894 10.3192
H: 24.3452 4.1939 8.2444
H: 12.5998 4.7715 6.3604
O: 12.1288 -4.2218 1.5697
H: 11.2147 2.6185 -0.2222
C: 21.2648 1.4013 8.9334
C: 12.1151 4.0147 5.7435
H: 13.3418 5.2140 8.8148
H: 16.5190 6.8561 9.9739
C: 12.9545 -2.2448 2.7108
O: 15.1480 3.2605 -2.0164
H: 6.0804 5.7645 5.1592
H: 10.2279 1.7243 4.1015
O: 21.2559 4.9225 5.0795
O: 8.6598 8.6917 6.5931
C: 20.1781 -1.1415 -1.0470
H: 13.1433 8.6855 2.1139
H: 13.9303 0.3791 7.0488
H: 12.6055 -6.2216 1.9419
C: 12.4551 7.4124 4.9284
H: 13.1509 2.3713 -3.4319
H: 3.5265 1.8012 5.1652
O: 13.2851 10.0114 8.3222
H: 15.2818 11.3924 8.9198
C: 16.2673 1.0558 1.8614
C: 14.2628 3.0332 -1.1419
H: 8.7714 0.8169 4.6402
H: 16.3833 11.1808 7.6325
H: 10.2384 5.0357 8.0506
H: 7.8481 3.9842 10.6494
H: 5.3504 3.2885 5.3848
H: 16.1415 0.8724 0.7943
O: 16.0342 2.4327 2.0739
H: 22.7088 1.7853 7.2915
H: 6.4040 4.4607 9.7447
H: 14.8082 7.1064 10.1452
O: 8.4240 2.7874 4.1430
H: 19.9158 6.3741 4.6307
H: 9.4331 2.0193 5.7160
H: 23.1549 5.1792 7.3421
C: 18.1094 0.5697 7.2391
O: 11.8799 -1.3781 2.2900
C: 15.3148 11.2085 7.8459
C: 5.6426 2.2905 5.0578
O: 4.5762 0.0083 5.1120
C: 3.4225 -0.7241 5.6061
C: 15.5516 6.5441 9.5802
H: 9.6480 -6.5111 5.4243
H: 14.1086 2.0126 5.8110
H: 7.7031 1.4721 2.6202
C: 18.4401 3.2175 1.9270
H: 8.0072 1.9838 9.4076
C: 12.1606 -0.0048 2.3994
H: 17.2913 0.7570 2.0855
H: 18.9662 4.1458 1.7042
H: 18.8256 3.7057 7.1197
C: 14.3231 4.7396 8.8193
H: 21.9317 7.4638 4.3388
H: 23.9666 3.6620 6.6877
C: 23.5140 4.1692 7.5398
N: 13.0105 3.4702 4.6990
H: 13.3027 7.4133 4.2430
C: 17.3385 1.1532 5.0116
H: 14.7429 11.7835 5.2152
H: 9.5873 7.0948 4.8177
H: 11.2037 4.4752 5.3623
H: 16.4855 0.4747 5.0009
H: 13.7806 -2.2208 2.0001
H: 16.6627 4.3738 1.5296
H: 20.8300 -1.4828 -0.2428
H: 15.5512 0.5659 2.5212
H: 12.6636 6.4355 0.4999
H: 16.9707 3.2472 0.3478
O: 14.5329 12.2819 7.2488
C: 6.4882 3.0394 2.8369
H: 17.6890 1.5141 7.5845
H: 2.4816 -0.2983 5.2575
C: 11.8361 8.4658 7.0188
H: 16.4756 6.0339 5.5255
C: 12.7098 3.7031 3.3873
H: 5.7058 2.6405 11.7281
O: 10.7076 -6.1512 3.6943
H: 11.3688 -0.8344 7.4169
H: 9.1082 5.3363 4.7710
C: 17.2244 5.7140 6.2501
C: 22.5405 2.1078 8.3189
C: 12.5668 1.9441 -2.6167
C: 7.3794 3.9807 9.6653
H: 7.1974 4.6401 5.8397
H: 23.4958 1.8498 8.7760
C: 12.1881 2.1295 -0.1855
H: 15.5094 0.3417 8.9530
C: 19.2177 4.4499 6.4265
H: 15.5464 6.8797 8.5432
H: 5.2667 0.4350 12.9646
N: 13.0647 2.3983 -1.3476
H: 6.0144 3.0629 1.8555
C: 13.8589 3.3250 9.2447
H: 18.6305 2.6088 -0.6212
C: 5.2196 0.4430 11.8757
C: 19.3831 0.2573 8.0492
C: 19.5162 2.3942 -0.0232
H: 13.8478 9.0293 0.5607
H: 11.3153 0.5905 2.0542
H: 12.6709 8.0736 9.0312
H: 20.1066 3.1104 4.9383
O: 3.8439 0.6186 11.4532
H: 9.9996 3.9204 9.3767
H: 9.7908 -5.2659 2.1139
H: 12.3494 0.0974 3.4680
H: 14.5021 9.7462 6.6485
H: 8.2354 6.6170 3.9790
C: 9.5857 4.2458 8.4223
H: 14.4421 0.8327 10.1790
H: 2.3349 -0.5617 10.8975
C: 23.8028 5.9192 3.5228
C: 14.6355 0.9725 9.1155
H: 13.2678 -1.8318 3.6697
H: 17.0691 2.1612 5.3271
C: 13.6778 0.3162 8.1073
C: 11.7990 -5.6427 1.4918
O: 18.2519 5.0346 5.6074
H: 20.5992 1.4342 -1.6960
N: 11.7446 8.3647 0.5592
H: 12.6573 0.8869 -2.8659
H: 19.6336 5.2088 7.0892
H: 23.4502 5.0082 4.0064
H: 13.2900 -4.4026 3.2800
H: 24.0050 6.6097 4.3416
H: 11.5116 9.3963 6.5530
H: 3.5477 -1.5366 11.5279
H: 13.7189 -0.7450 8.3527
C: 14.2674 2.8379 5.1169
H: 10.9682 7.8133 7.1143
H: 12.8761 2.9998 8.9033
H: 11.3232 6.7937 1.7499
C: 14.5500 9.8490 7.7326
O: 11.8092 4.4370 3.0313
H: 20.9565 7.3626 2.9823
H: 19.4855 -1.9703 -1.1937
H: 14.2793 13.3856 5.6032
C: 10.5012 -6.0831 2.2389
O: 9.7488 8.2515 -0.4632
C: 9.5224 -6.6147 4.3465
C: 12.3752 8.9225 8.4148
H: 11.6888 -3.7823 3.5571
O: 19.1167 2.1013 1.3230
H: 10.6482 10.0407 0.0650
H: 3.3345 -0.6718 6.6913
H: 21.5381 0.4213 9.3245
C: 7.8959 2.5210 2.8455
H: 5.7705 -0.4028 11.4643
H: 19.1993 -0.0107 9.0896
O: 18.4101 0.6337 5.8486
H: 12.6299 2.5421 0.7215
C: 3.1064 -0.5497 11.6674
H: 11.8380 1.0977 -0.1535
O: 14.8473 2.3801 8.8422
H: 18.2874 3.0473 2.9928
H: 11.8016 8.2100 4.5749
H: 14.7443 4.8237 7.8175
N: 7.8614 6.6433 6.0366
C: 7.0870 2.5464 9.2501
H: 20.8000 -0.9950 -1.9301
H: 8.6892 -5.9478 4.1249
C: 21.6525 6.7543 3.5599
H: 6.9288 2.4924 8.1730
H: 17.8499 1.2702 4.0562
H: 11.5674 0.5799 6.4203
C: 8.7781 6.3682 4.8909
O: 12.8755 7.8214 6.2508
H: 3.3919 -1.7831 5.3499
H: 10.4358 0.6724 7.8875
H: 7.0109 7.6549 7.4095
C: 6.7672 5.6295 5.9949
H: 2.5778 -0.5143 12.6199
H: 17.3443 -0.1985 7.3517
O: 12.3387 0.7667 8.2887
H: 11.5357 2.2196 -2.8380
H: 24.6848 5.8097 2.8918
H: 13.4613 3.1923 2.7656
C: 10.6682 8.9441 -0.0313
C: 14.9091 12.5678 5.9537
H: 16.7588 5.0671 6.9936
C: 12.5262 -3.7479 2.8603
O: 22.4329 3.5648 8.2310
H: 9.1755 -7.6135 4.0816
H: 20.8804 3.2199 6.3654